The following is a DFT calculation (ωB97M-V with the def2-TZVPD basis set) of 2 unconnected molecules or ions with the total composition C7H17BN in a non-equilibrium geometry.

Each atom is followed by the atoms it is bonded to, with distances in Å.
Cartesian coordinates (Å):
1 B -3.43 -0.78 1.24  C6 1.544, H11 1.271, H19 1.216
2 C 2.48 0.63 -1.28  C3 1.598, C5 1.494, H12 1.184, H13 1.128
3 C 2.35 0.73 0.31  C2 1.598, N9 1.464, H14 1.048, H15 1.190
4 C 0.26 0.76 -0.73  C5 1.343, N9 1.455, H16 1.044
5 C 1.07 0.67 -1.79  C2 1.494, C4 1.343, C7 1.539
6 C -3.44 -1.60 2.55  B1 1.544, H10 0.997, H17 1.225, H18 1.132
7 C 0.81 1.17 -3.23  C5 1.539, H20 1.097, H21 1.052, H22 1.103
8 C 0.60 -0.91 1.04  N9 1.516, H23 1.146, H24 1.065, H25 1.017
9 N 0.93 0.48 0.53  C3 1.464, C4 1.455, C8 1.516, H26 0.962
10 H -2.70 -2.26 2.65  C6 0.997
11 H -4.02 0.27 0.84  B1 1.271
12 H 3.10 1.61 -1.51  C2 1.184
13 H 3.14 -0.27 -1.44  C2 1.128
14 H 3.08 0.10 0.72  C3 1.048
15 H 2.62 1.88 0.48  C3 1.190
16 H -0.75 0.94 -0.89  C4 1.044
17 H -4.46 -2.26 2.42  C6 1.225
18 H -3.63 -1.03 3.51  C6 1.132
19 H -2.72 -0.89 0.26  B1 1.216
20 H 1.16 2.21 -3.18  C7 1.097
21 H -0.19 0.90 -3.42  C7 1.052
22 H 1.50 0.61 -3.88  C7 1.103
23 H 1.05 -1.27 2.03  C8 1.146
24 H -0.41 -1.22 1.18  C8 1.065
25 H 1.01 -1.60 0.42  C8 1.017
26 H 0.59 1.13 1.16  N9 0.962

Computed properties:
electronic energy = -356.12907 Eh
charge = +1
highest occupied orbital energy = -13.357 eV
HOMO-LUMO gap = 10.3 eV

***

The following is a DFT calculation (ωB97M-V with the def2-TZVPD basis set) of 7 unconnected molecules or ions with the total composition C56H49Cl2N3O6 in a non-equilibrium geometry.

Each atom is followed by the atoms it is bonded to, with distances in Å.
Cartesian coordinates (Å):
1 O -7.71 1.77 -2.07  C2 1.210
2 C -7.64 1.56 -0.88  O1 1.210, C3 1.487, C16 1.503
3 C -8.58 2.13 0.11  C2 1.487, C4 1.391, C8 1.414
4 C -9.59 2.97 -0.35  C3 1.391, C5 1.391, H17 1.079
5 C -10.44 3.54 0.60  C4 1.391, C6 1.385, H18 1.084
6 C -10.34 3.20 1.94  C5 1.385, C7 1.391, H19 1.083
7 C -9.25 2.46 2.39  C6 1.391, C8 1.376, H20 1.082
8 C -8.42 1.85 1.48  C3 1.414, C7 1.376, C9 1.504
9 C -7.31 0.96 1.98  C8 1.504, O10 1.209, C11 1.507
10 O -7.28 0.59 3.13  C9 1.209
11 C -6.27 0.50 0.99  C9 1.507, C12 1.381, C16 1.399
12 C -5.21 -0.29 1.40  C11 1.381, C13 1.374, H21 1.084
13 C -4.09 -0.41 0.62  C12 1.374, C14 1.388, H22 1.080
14 C -4.18 0.01 -0.71  C13 1.388, C15 1.380, H23 1.085
15 C -5.28 0.68 -1.19  C14 1.380, C16 1.415, H24 1.081
16 C -6.40 0.89 -0.35  C2 1.503, C11 1.399, C15 1.415
17 H -9.78 3.23 -1.38  C4 1.079
18 H -11.22 4.16 0.18  C5 1.084
19 H -11.07 3.62 2.61  C6 1.083
20 H -9.20 2.25 3.45  C7 1.082
21 H -5.15 -0.59 2.44  C12 1.084
22 H -3.15 -0.88 0.84  C13 1.080
23 H -3.29 -0.01 -1.32  C14 1.085
24 H -5.28 1.08 -2.20  C15 1.081
25 O 2.61 3.32 -1.63  C26 1.206
26 C 2.46 4.31 -2.30  O25 1.206, C27 1.478, C40 1.514
27 C 1.19 5.06 -2.37  C26 1.478, C28 1.385, C32 1.409
28 C 0.11 4.64 -1.62  C27 1.385, C29 1.371, H41 1.085
29 C -1.09 5.31 -1.63  C28 1.371, C30 1.383, H42 1.081
30 C -1.15 6.50 -2.32  C29 1.383, C31 1.404, H43 1.085
31 C -0.10 6.98 -3.11  C30 1.404, C32 1.396, H44 1.079
32 C 1.08 6.23 -3.15  C27 1.409, C31 1.396, C33 1.482
33 C 2.21 6.72 -3.98  C32 1.482, O34 1.209, C35 1.504
34 O 2.12 7.69 -4.69  C33 1.209
35 C 3.50 5.96 -3.89  C33 1.504, C36 1.399, C40 1.384
36 C 4.58 6.37 -4.69  C35 1.399, C37 1.404, H45 1.081
37 C 5.73 5.59 -4.84  C36 1.404, C38 1.395, H46 1.080
38 C 5.81 4.39 -4.12  C37 1.395, C39 1.389, H47 1.082
39 C 4.78 4.02 -3.27  C38 1.389, C40 1.394, H48 1.083
40 C 3.60 4.77 -3.18  C26 1.514, C35 1.384, C39 1.394
41 H 0.14 3.67 -1.13  C28 1.085
42 H -2.01 4.99 -1.17  C29 1.081
43 H -2.11 6.99 -2.45  C30 1.085
44 H -0.24 7.88 -3.69  C31 1.079
45 H 4.49 7.27 -5.28  C36 1.081
46 H 6.50 6.07 -5.44  C37 1.080
47 H 6.64 3.72 -4.27  C38 1.082
48 H 4.94 3.23 -2.55  C39 1.083
49 O -0.84 -8.04 -2.78  C50 1.201
50 C -0.88 -7.19 -1.94  O49 1.201, C51 1.471, C64 1.516
51 C 0.19 -6.23 -1.61  C50 1.471, C52 1.384, C56 1.398
52 C 1.19 -6.07 -2.56  C51 1.384, C53 1.389, H65 1.084
53 C 2.18 -5.10 -2.44  C52 1.389, C54 1.391, H66 1.084
54 C 2.23 -4.40 -1.24  C53 1.391, C55 1.394, H67 1.083
55 C 1.23 -4.53 -0.28  C54 1.394, C56 1.391, H68 1.081
56 C 0.17 -5.40 -0.49  C51 1.398, C55 1.391, C57 1.484
57 C -0.95 -5.50 0.48  C56 1.484, O58 1.212, C59 1.486
58 O -0.89 -4.95 1.56  C57 1.212
59 C -2.19 -6.16 0.00  C57 1.486, C60 1.393, C64 1.395
60 C -3.33 -6.00 0.78  C59 1.393, C61 1.387, H69 1.081
61 C -4.52 -6.58 0.33  C60 1.387, C62 1.379, H70 1.082
62 C -4.48 -7.39 -0.78  C61 1.379, C63 1.386, H71 1.086
63 C -3.34 -7.58 -1.54  C62 1.386, C64 1.398, H72 1.081
64 C -2.15 -6.96 -1.14  C50 1.516, C59 1.395, C63 1.398
65 H 1.26 -6.67 -3.46  C52 1.084
66 H 3.12 -5.14 -2.97  C53 1.084
67 H 3.09 -3.78 -1.03  C54 1.083
68 H 1.46 -3.95 0.61  C55 1.081
69 H -3.32 -5.44 1.70  C60 1.081
70 H -5.45 -6.48 0.86  C61 1.082
71 H -5.43 -7.64 -1.26  C62 1.086
72 H -3.32 -8.17 -2.45  C63 1.081
73 C 5.31 -5.21 1.46  C74 1.533, H78 1.086, H79 1.094, H80 1.092
74 C 5.72 -4.31 2.63  C73 1.533, C75 1.551, H81 1.091, H82 1.086
75 C 7.24 -4.14 2.86  C74 1.551, C76 1.476, H83 1.090, H84 1.091
76 C 8.03 -5.38 2.70  C75 1.476, N77 1.149
77 N 8.59 -6.37 2.57  C76 1.149
78 H 4.63 -4.76 0.74  C73 1.086
79 H 4.78 -6.08 1.86  C73 1.094
80 H 6.18 -5.71 1.03  C73 1.092
81 H 5.43 -4.88 3.52  C74 1.091
82 H 5.27 -3.32 2.64  C74 1.086
83 H 7.43 -3.80 3.88  C75 1.090
84 H 7.67 -3.39 2.19  C75 1.091
85 C 2.73 -1.51 1.32  C86 1.527, H90 1.091, H91 1.092, H92 1.096
86 C 2.74 0.00 1.52  C85 1.527, C87 1.525, H93 1.088, H94 1.090
87 C 1.79 0.74 0.59  C86 1.525, C88 1.481, H95 1.093, H96 1.090
88 C 0.35 0.46 0.80  C87 1.481, N89 1.148
89 N -0.77 0.25 0.98  C88 1.148
90 H 3.26 -2.08 2.09  C85 1.091
91 H 3.06 -1.90 0.35  C85 1.092
92 H 1.70 -1.87 1.41  C85 1.096
93 H 3.74 0.41 1.38  C86 1.088
94 H 2.33 0.14 2.52  C86 1.090
95 H 1.96 0.42 -0.44  C87 1.093
96 H 1.88 1.82 0.71  C87 1.090
97 C 3.90 5.67 0.50  C98 1.529, H102 1.093, H103 1.089, H104 1.092
98 C 4.37 4.99 1.78  C97 1.529, C99 1.520, H105 1.088, H106 1.091
99 C 4.82 3.55 1.58  C98 1.520, C100 1.469, H107 1.091, H108 1.096
100 C 6.12 3.42 0.90  C99 1.469, N101 1.147
101 N 7.09 3.31 0.29  C100 1.147
102 H 4.15 5.06 -0.38  C97 1.093
103 H 4.36 6.63 0.28  C97 1.089
104 H 2.82 5.79 0.50  C97 1.092
105 H 3.57 4.96 2.52  C98 1.088
106 H 5.20 5.62 2.10  C98 1.091
107 H 4.05 2.96 1.09  C99 1.091
108 H 5.03 3.06 2.54  C99 1.096
109 Cl -3.36 -2.75 3.17  C110 1.770
110 C -2.11 -1.75 3.92  Cl109 1.770, C111 1.518, H113 1.085, H114 1.090
111 C -0.73 -2.30 3.60  C110 1.518, Cl112 1.790, H115 1.092, H116 1.089
112 Cl 0.53 -1.17 4.19  C111 1.790
113 H -2.37 -1.69 4.97  C110 1.085
114 H -2.08 -0.76 3.45  C110 1.090
115 H -0.64 -2.36 2.51  C111 1.092
116 H -0.48 -3.32 3.88  C111 1.089

Computed properties:
electronic energy = -3699.42773 Eh
charge = 0
SMILES = O=C1c2ccccc2C(=O)c2ccccc21.O=C1c2ccccc2C(=O)c2ccccc21.O=C1c2ccccc2C(=O)c2ccccc21.CCCC#N.CCCC#N.CCCC#N.ClCCCl
highest occupied orbital energy = -9.502 eV
HOMO-LUMO gap = 8.2 eV